Entry 1:
# C38H40CoN4OPS2

A structure of composition C38H40CoN4OPS2 (ωB97M-V with the def2-TZVPD basis set, the Open Molecules 2025 dataset).

Properties
<S²>: 6.02
E_HOMO (spin up / spin down) (Eh): -0.4706 / -0.4706
LUMO level (spin up / spin down) (Eh): -0.2117 / -0.3376

ORCA input file:
```
! wB97M-V def2-TZVPD RIJCOSX def2/J DEFGRID3
* xyz 2 5
Co -0.66794 0.72800 0.71723
S 5.68143 0.06013 1.81821
C 7.40935 0.06308 1.61357
C 7.69394 0.77864 0.45902
C 6.51605 1.35707 -0.16683
C 5.33779 1.03402 0.44564
C 4.04023 1.29134 -0.16689
C 2.81744 1.02334 0.49855
N 1.66086 1.21445 -0.01104
C 1.57058 1.73859 -1.21884
C 2.69579 2.05444 -2.05185
C 2.46506 2.76998 -3.22533
C 1.29134 3.07393 -3.74568
C 0.13223 2.70673 -3.07066
C -1.16813 3.00675 -3.60718
C -2.40813 2.63951 -2.81678
C -2.09703 2.07344 -1.52314
N -0.86046 1.81824 -1.05493
C 0.18820 2.06688 -1.81309
C -3.74492 3.04978 -3.08307
C -4.75437 3.12505 -2.26990
C -6.01145 3.67857 -2.70075
C -5.77012 3.96686 -4.02868
S -4.22917 3.52783 -4.70268
C 3.94633 1.75077 -1.45502
H 7.93199 -0.51908 2.35444
H 8.60223 1.00572 -0.07091
H 6.53426 1.88857 -1.08010
H 2.87687 0.56336 1.54058
H 3.39442 3.00636 -3.72384
H 1.16149 3.67443 -4.69562
H -1.17270 3.62446 -4.49719
H -2.81048 1.83767 -0.85723
H -4.61264 2.74544 -1.32095
H -6.89748 3.91590 -2.09725
H -6.21997 4.56179 -4.84230
H 4.87617 1.93756 -2.01036
O -4.46354 0.29066 2.50490
C -3.53436 0.43062 1.80499
N -2.58275 0.66162 1.14933
C 1.92542 -1.89684 -1.02897
C 1.20716 -2.63585 0.14992
C 1.23960 -4.11481 -0.07454
C 2.05937 -2.36815 1.41764
P -0.46702 -1.82375 0.36401
C -1.65122 -2.21224 -0.99378
C -2.05044 -3.54564 -1.26725
C -2.98492 -3.76893 -2.25319
C -3.56829 -2.66262 -2.91783
C -3.13298 -1.38784 -2.65535
C -2.12944 -1.17734 -1.69746
C -1.28858 -2.65200 1.91589
C -0.94987 -1.84553 3.16261
C -1.03389 -4.08366 2.16094
C -2.83170 -2.69414 1.67449
H 2.92053 -2.30108 -1.02395
H 1.89316 -0.81481 -1.01133
H 1.47092 -2.14870 -1.99772
H 2.29191 -4.40966 -0.23975
H 0.70224 -4.40638 -1.00045
H 0.81602 -4.70420 0.71232
H 3.01989 -2.70530 1.11139
H 1.75786 -3.09421 2.23218
H 1.99058 -1.34550 1.85207
H -1.45059 -4.31338 -0.79747
H -3.37111 -4.76631 -2.39744
H -4.40270 -2.73231 -3.62722
H -3.49663 -0.52767 -3.16888
H -1.70315 -0.18454 -1.55399
H 0.10553 -1.49465 3.13121
H -1.20101 -2.41078 4.09088
H -1.55614 -0.89178 3.31219
H -0.04371 -4.25033 2.58000
H -1.14587 -4.75183 1.31160
H -1.74637 -4.29724 2.94297
H -3.13282 -1.70573 1.22135
H -3.25528 -2.75917 2.67622
H -3.08886 -3.49982 0.91313
C 0.82527 3.35718 5.30584
C -0.01159 2.09637 5.07901
C -0.03455 1.75701 3.68061
N 0.01998 1.47038 2.56506
H 0.80962 3.72896 6.35200
H 0.49031 4.18329 4.62104
H 1.86072 3.13659 5.13576
H -1.00057 2.16664 5.38973
H 0.50479 1.26581 5.64614
*
```


Entry 2:
# C26H86N35O18S

A cluster of 17 separate species, C26H86N35O18S in total (ωB97M-V with the def2-TZVPD basis set, the Open Molecules 2025 dataset).

Properties
E_HOMO (Eh): -0.3737
LUMO level (Eh): -0.0702

ORCA input file:
```
! wB97M-V def2-TZVPD RIJCOSX def2/J DEFGRID3
* xyz 1 1
N -3.17826 -5.47498 -3.53284
C -2.21722 -5.82270 -2.81916
N -2.40786 -6.30482 -1.48491
N -0.91267 -5.72744 -3.31527
C 0.14845 -5.85630 -2.30050
C 0.30057 -4.54364 -1.53450
C 1.25403 -4.61832 -0.30883
C 0.67201 -3.72935 0.80522
S 0.91082 -1.97665 0.47468
C -0.66043 -1.10778 0.21428
C -1.80200 -1.98299 -0.30916
C -3.07809 -1.19128 -0.52166
C -3.13337 -0.50941 -1.90131
O -1.87612 -0.59565 -2.60228
C -1.85106 -1.43345 -3.64152
O -0.83692 -1.69322 -4.12671
H -4.04850 -5.58802 -3.02519
H -3.27917 -6.81355 -1.43675
H -2.39670 -5.53907 -0.82736
H -0.84480 -4.77637 -3.66246
H 0.00011 -6.69077 -1.63136
H 1.07527 -6.05474 -2.83852
H 0.58634 -3.72735 -2.19376
H -0.67354 -4.33015 -1.11491
H 2.23840 -4.24677 -0.57694
H 1.31077 -5.64723 0.02486
H 1.22283 -3.94361 1.71536
H -0.35758 -3.97980 1.01832
H 1.54687 -1.93830 -0.71615
H -0.99443 -0.56505 1.08958
H -0.46180 -0.35556 -0.54157
H -1.96898 -2.81036 0.37277
H -1.50833 -2.41897 -1.26056
H -3.92059 -1.87064 -0.44927
H -3.24165 -0.43169 0.23466
H -3.93695 -0.91827 -2.50706
H -3.35715 0.54396 -1.78745
H -2.78174 -1.86677 -4.01669
C -1.64909 1.59174 -6.62288
O -2.27112 1.87448 -7.63747
N -1.09557 0.35724 -6.42278
N -1.46177 2.47310 -5.60889
H -0.58638 0.10616 -5.59680
H -1.21655 -0.32748 -7.14534
H -1.85480 3.39479 -5.70512
H -0.95495 2.25499 -4.77250
C 1.35313 1.76141 1.74130
O 0.29105 1.45762 1.20250
N 1.56717 1.59047 3.06841
N 2.40494 2.28619 1.05740
H 2.43708 1.82676 3.52084
H 0.81346 1.19567 3.61495
H 2.28997 2.43190 0.07147
H 3.27736 2.53084 1.49838
C -0.02035 1.82167 6.36368
O -0.30836 0.81034 5.72489
N 0.79625 2.78129 5.83271
N -0.46926 2.06918 7.61304
H 1.06412 3.62270 6.30904
H 1.13074 2.59482 4.90768
H -1.07678 1.38628 8.04167
H -0.22662 2.89834 8.12702
C 5.83900 2.00691 2.80384
O 4.67801 1.99835 3.20641
N 6.80091 2.78864 3.34615
N 6.26163 1.22520 1.76859
H 7.75746 2.80615 3.01258
H 6.53284 3.38080 4.11093
H 5.59055 0.62034 1.33024
H 7.21436 1.21505 1.44526
C 6.27135 -3.54217 -0.69116
O 6.79736 -2.56805 -0.18979
N 6.26907 -4.77072 -0.09118
N 5.63307 -3.49246 -1.90246
H 5.84177 -5.58494 -0.48971
H 6.73019 -4.84675 0.79704
H 5.61783 -2.60753 -2.37523
H 5.19315 -4.28311 -2.33385
C 8.90023 3.49885 0.54807
O 9.18045 2.97028 1.62456
N 7.67575 3.35237 -0.01937
N 9.77414 4.25990 -0.15184
H 7.40471 3.77098 -0.89433
H 7.03246 2.78401 0.50088
H 10.69125 4.39137 0.23373
H 9.54001 4.68879 -1.03229
C -0.24415 5.99935 8.85952
O -0.12269 4.79044 9.02293
N -1.18270 6.73021 9.53106
N 0.54350 6.69749 8.00701
H -1.30098 7.71872 9.41756
H -1.77536 6.23874 10.17398
H 1.24725 6.18125 7.50067
H 0.46547 7.68572 7.86123
C 4.41498 5.49212 7.78334
O 3.33230 5.93069 7.42836
N 4.53288 4.34466 8.50627
N 5.58967 6.11838 7.48380
H 5.40980 3.96578 8.80943
H 3.68435 3.86210 8.74320
H 5.53444 6.96792 6.95300
H 6.48876 5.77771 7.76671
C -4.14998 0.80926 -11.36463
O -4.77105 1.07551 -12.37863
N -3.58158 -0.42095 -11.15818
N -3.96398 1.69974 -10.35253
H -3.06603 -0.66099 -10.33348
H -3.69577 -1.10530 -11.88198
H -4.36416 2.61182 -10.46725
H -3.45431 1.49094 -9.51158
C -1.38121 6.13790 -3.90945
O -1.67192 5.05249 -4.38590
N -0.55662 7.01967 -4.54837
N -1.85918 6.55050 -2.70439
H -0.30671 7.91578 -4.17638
H -0.19104 6.74195 -5.44055
H -2.46905 5.91778 -2.21025
H -1.63891 7.43648 -2.29159
C -0.71425 -4.25874 4.59050
O -1.34617 -3.96377 3.58554
N -0.22794 -5.51772 4.80408
N -0.44786 -3.35630 5.57218
H 0.28986 -5.78189 5.62076
H -0.41390 -6.20785 4.10026
H -0.79246 -2.41938 5.44669
H 0.06628 -3.57587 6.40419
C 7.98281 6.46789 -2.87853
O 7.96937 5.28267 -2.57007
N 7.08187 7.35981 -2.38281
N 8.90024 6.98206 -3.74129
H 7.07459 8.33321 -2.62192
H 6.39263 7.00954 -1.74318
H 9.57653 6.34742 -4.12536
H 8.93138 7.94750 -4.00922
C -3.96292 1.87656 8.71035
O -3.04353 1.09717 8.53992
N -5.27041 1.48216 8.69849
N -3.75622 3.20941 8.92575
H -6.04114 2.10730 8.83638
H -5.45326 0.50827 8.54219
H -2.80283 3.53113 8.93634
H -4.49608 3.87004 9.06733
C -5.83490 -8.57349 -2.03010
O -5.32676 -7.61193 -1.46078
N -5.92257 -9.79908 -1.44218
N -6.34667 -8.49493 -3.28265
H -6.33165 -10.59871 -1.88757
H -5.55330 -9.89151 -0.51420
H -6.29371 -7.60611 -3.74462
H -6.76158 -9.27110 -3.77122
C -5.08313 3.39450 -0.96790
O -4.01823 3.98436 -0.96995
N -5.56643 2.76032 0.14319
N -5.88005 3.31753 -2.07377
H -6.44052 2.27064 0.16837
H -5.00451 2.80026 0.97382
H -5.55263 3.77243 -2.90688
H -6.76032 2.83872 -2.09376
C -7.03538 -9.78707 -7.02471
O -6.72799 -10.25466 -5.93963
N -8.25293 -10.00758 -7.59783
N -6.18327 -9.00741 -7.74973
H -8.52478 -9.63445 -8.48744
H -8.90224 -10.57921 -7.08963
H -5.27801 -8.82793 -7.35530
H -6.41284 -8.61381 -8.64244
*
```


Entry 3:
# C12H41N3O7

A cluster of 7 separate species, C12H41N3O7 in total (ωB97M-V with the def2-TZVPD basis set, the Open Molecules 2025 dataset).

Properties
E_HOMO (Eh): -0.3382
SMILES: COC[C@H](C)N.COC[C@H](C)N.COC[C@H](C)N.O.O.O.O
LUMO level (Eh): 0.0155

ORCA input file:
```
! wB97M-V def2-TZVPD RIJCOSX def2/J DEFGRID3
* xyz 0 1
C -2.60642 5.58409 3.07612
C -1.62307 5.08767 2.07964
C -0.28303 4.76669 2.69792
O -0.56411 3.84196 3.66019
C 0.19296 2.65708 3.48239
N -2.25760 3.86357 1.48355
H -2.29622 6.51588 3.54903
H -2.70896 4.92100 3.93513
H -3.56606 6.00595 2.77743
H -1.40790 5.80673 1.28922
H 0.10466 5.64391 3.21588
H 0.58856 4.65620 2.05277
H -0.24815 1.95515 4.19008
H 1.10405 2.84178 4.05152
H 0.34471 2.34262 2.44983
H -3.20971 4.09536 1.23886
H -2.41953 3.28033 2.29207
C 6.91831 -2.02774 -1.17222
C 6.25558 -3.12184 -2.10215
C 7.03226 -3.41540 -3.42914
O 6.59132 -2.36795 -4.37043
C 6.99602 -2.57035 -5.74566
N 6.13804 -4.39883 -1.36069
H 6.27970 -1.91088 -0.29665
H 6.72262 -1.18568 -1.83609
H 7.98900 -2.16503 -1.02092
H 5.24058 -2.84642 -2.38857
H 6.67186 -4.35627 -3.84503
H 8.09869 -3.43487 -3.20456
H 6.34607 -1.99142 -6.40177
H 6.91717 -3.63249 -5.97752
H 8.02821 -2.25506 -5.89825
H 6.90074 -4.56867 -0.72074
H 6.14860 -5.19708 -1.97938
C -2.21188 -4.04344 -3.22422
C -0.84202 -3.51559 -2.95205
C -0.72660 -1.92147 -2.81768
O -0.85959 -1.32127 -4.14153
C -1.15596 0.12537 -4.20249
N -0.27792 -4.21096 -1.85874
H -2.13383 -4.98224 -3.77254
H -2.83355 -3.34080 -3.77914
H -2.68447 -4.09819 -2.24353
H -0.19388 -3.90904 -3.73514
H 0.20794 -1.50603 -2.44064
H -1.58455 -1.61015 -2.22176
H -0.33733 0.59134 -3.65400
H -2.17271 0.40994 -3.93168
H -1.04854 0.38419 -5.25585
H -0.09920 -5.12795 -2.24254
H 0.65488 -3.83915 -1.75037
O -8.96729 4.75395 4.97082
H -8.25828 4.11360 4.91177
H -9.44529 4.65941 4.14691
O -8.77012 2.82870 0.67838
H -8.47442 2.20326 1.33990
H -9.70053 2.63512 0.56401
O -4.03562 -2.21966 6.43696
H -4.81073 -2.76939 6.55191
H -3.45090 -2.74120 5.88711
O -3.63515 2.24404 7.86399
H -3.53018 1.29606 7.94500
H -3.04123 2.49154 7.15530
*
```